11
Properties=species:S:1:pos:R:3:forces:R:3:lowdin_charge:R:1 method="wB97M-V/def2-TZVPD" charge=0 homo_lumo_gap_ha=0.3400
C 0.31680 -0.21963 -0.09088 -1.5 -0.2 0.6 -0.487
C 1.61009 -0.82622 0.00701 1.9 -1.5 -0.3 -0.064
C 2.65715 -1.45503 -0.01406 -0.6 1.4 0.3 0.142
H 1.86217 2.11299 -0.44332 -0.4 0.1 1.2 0.124
H -0.62797 1.51950 -0.04553 0.1 0.3 0.0 0.052
H -2.84699 -1.03880 0.79454 -0.2 -0.1 0.0 -0.148
H 3.69778 -1.79156 0.06031 -1.2 0.1 -0.1 0.049
N 0.28021 1.16887 -0.34244 -0.8 -1.0 0.0 -0.064
N -0.74279 -0.96805 0.06344 0.9 1.2 -0.4 -0.286
O 1.26879 1.90671 0.32139 1.1 0.1 -1.3 -0.046
S -2.28134 -0.15352 -0.02478 0.8 -0.3 0.0 0.728



11
Properties=species:S:1:pos:R:3:forces:R:3:lowdin_charge:R:1 method="wB97M-V/def2-TZVPD" charge=0 homo_lumo_gap_ha="0.2922 / 0.2922"
C 0.73206 1.70719 0.21749 -0.2 1.0 -0.2 -0.241
C -0.03868 0.62062 0.78832 0.6 -1.0 0.4 -0.550
C 0.12772 -0.74690 -1.28230 1.0 -1.1 -2.5 -0.103
N 1.22319 2.67422 -0.20303 -0.5 -1.5 0.6 0.177
N -0.27688 -0.53059 0.08682 1.9 1.7 -1.4 -0.073
O -1.07169 -0.61646 2.72820 -0.4 -0.8 0.3 -0.579
S -0.36730 0.63464 2.43093 0.2 1.1 -1.0 0.951
H 0.82027 0.15231 -1.61188 -1.6 -2.1 0.2 0.110
H 0.65091 -1.82411 -1.52487 -0.5 2.7 1.3 0.124
H -0.79741 -0.94858 -1.93811 1.2 1.2 0.7 0.094
H -1.00219 -1.12235 0.30842 -1.8 -1.2 1.7 0.091



11
Properties=species:S:1:pos:R:3:forces:R:3:lowdin_charge:R:1 method="wB97M-V/def2-TZVPD" charge=0 homo_lumo_gap_ha=0.3547
C -1.22603 -0.11989 -0.71316 -0.9 0.8 -0.1 -0.099
C -0.64135 -1.26994 -0.34678 -0.3 0.3 -0.2 0.007
C 0.65367 -0.93673 0.19256 0.8 -0.1 0.8 -0.533
H 1.20438 1.49006 2.08420 0.3 0.1 -0.1 -0.118
H -0.41969 1.71189 -1.02005 0.3 0.7 -0.6 0.119
H -2.16990 0.12535 -1.21932 0.4 -0.6 0.3 0.129
H -1.02105 -2.26869 -0.34357 -0.2 -0.2 -0.3 0.109
N 0.74851 0.46867 0.10849 -0.4 0.3 -0.6 -0.483
N -0.50137 1.00216 -0.32934 0.5 -1.6 0.6 -0.002
O 1.51075 -1.64038 0.68677 -0.2 0.2 -0.2 0.038
S 1.86208 1.43751 0.90021 -0.3 -0.1 0.2 0.834



11
Properties=species:S:1:pos:R:3:forces:R:3:lowdin_charge:R:1 method="wB97M-V/def2-TZVPD" charge=0 homo_lumo_gap_ha=0.3077
C -1.51422 -0.72568 0.06965 0.3 0.4 1.0 -0.007
C 0.11855 1.15756 -0.08926 -0.3 -2.5 -0.5 -0.097
C 1.89739 0.11559 -0.01531 3.3 -1.2 -0.4 -0.938
H -2.08322 0.21249 -0.11488 -0.5 -1.3 -0.2 0.098
H -1.68915 -0.98955 1.16961 0.7 0.3 -1.4 0.116
H -1.69599 -1.60125 -0.56449 -0.5 0.5 0.1 0.096
H -0.63821 1.88269 -0.00036 -0.8 0.8 -0.2 0.127
N -0.20708 -0.19015 -0.29127 -1.0 2.8 0.8 -0.146
N 1.37997 1.36283 -0.01107 -0.4 0.4 0.4 0.117
O 0.96249 -0.85974 -0.12750 -0.4 -0.5 0.2 -0.008
S 3.46946 -0.36480 -0.02512 -0.3 0.3 0.2 0.643



12
Properties=species:S:1:pos:R:3:forces:R:3:lowdin_charge:R:1 method="wB97M-V/def2-TZVPD" charge=0 homo_lumo_gap_ha=0.2866
C 0.34920 0.88519 -1.21462 -0.6 0.3 0.3 -0.544
C -0.12149 0.46254 0.15091 -0.1 -0.2 0.4 -0.682
C 0.28435 -0.91761 0.61078 0.0 0.2 0.0 -0.953
H -0.74485 2.62251 -1.07578 0.2 -0.3 -0.3 0.052
H 0.15224 2.36356 -2.51354 0.5 0.7 -1.1 0.080
H 1.58927 -0.55863 -1.41697 -0.2 0.2 -0.1 0.037
H 1.37133 -1.72885 1.90644 0.2 -1.2 0.3 0.096
N -0.28157 1.98929 -1.71997 -0.5 -0.5 1.3 0.109
N 1.25171 0.28965 -1.87144 0.5 -0.4 -0.2 0.153
O 1.15751 -0.85453 1.61190 -0.2 1.2 -0.4 0.026
S -1.00915 1.37487 1.15197 0.3 -0.3 -0.3 0.849
S -0.33406 -2.27459 -0.02309 0.1 0.2 0.0 0.776



10
Properties=species:S:1:pos:R:3:forces:R:3:lowdin_charge:R:1 method="wB97M-V/def2-TZVPD" charge=0 homo_lumo_gap_ha=0.3550
C -2.21244 0.73020 0.99871 0.2 0.5 1.4 -0.018
C -1.11702 0.34654 0.36185 -3.1 1.7 0.5 -0.253
C 2.35126 -0.74971 -0.23279 0.9 -1.1 -1.1 -0.982
N 2.03457 -1.57711 -1.01895 -2.4 -1.1 -2.8 0.093
N -0.28863 0.09292 -0.46595 1.6 -0.7 -0.9 0.121
S 3.29360 0.02878 0.69360 0.7 1.7 1.9 0.709
H -2.23961 1.23569 1.99188 0.6 -0.7 -0.8 0.060
H -3.22179 0.66148 0.59729 0.5 -0.4 -0.4 0.050
H 1.37912 -1.62163 -1.84830 1.2 0.2 2.0 0.118
H 0.02095 0.85284 -1.07733 -0.2 -0.1 0.3 0.102



Asked for ΔE to the lowest compared entry with this formula, charge and spin across the records above, the calculation gives 110.5 63.9 39.4 63.3 23.2 64.7 kcal/mol in order.